[1]
{
  "formula": "C48H96O19S7",
  "method": "ωB97M-V/def2-TZVPD",
  "lumo_energy_ev": 0.093,
  "homo_lumo_gap_ha": 0.347,
  "elements": ["C", "C", "C", "S", "O", "O", "C", "H", "H", "H", "H", "H", "H", "H", "H", "C", "C", "C", "S", "O", "O", "C", "H", "H", "H", "H", "H", "H", "H", "H", "C", "C", "C", "S", "O", "O", "C", "H", "H", "H", "H", "H", "H", "H", "H", "C", "C", "C", "S", "O", "O", "C", "H", "H", "H", "H", "H", "H", "H", "H", "C", "C", "C", "S", "O", "O", "C", "H", "H", "H", "H", "H", "H", "H", "H", "C", "C", "C", "S", "O", "O", "C", "H", "H", "H", "H", "H", "H", "H", "H", "C", "C", "C", "S", "O", "O", "C", "H", "H", "H", "H", "H", "H", "H", "H", "C", "C", "C", "O", "C", "H", "H", "H", "H", "H", "H", "H", "H", "C", "C", "C", "O", "C", "H", "H", "H", "H", "H", "H", "H", "H", "C", "C", "C", "O", "C", "H", "H", "H", "H", "H", "H", "H", "H", "C", "C", "C", "O", "C", "H", "H", "H", "H", "H", "H", "H", "H", "C", "C", "C", "O", "C", "H", "H", "H", "H", "H", "H", "H", "H"],
  "positions_angstrom": [[4.435, -2.282, 1.866], [5.221, -1.748, 0.628], [6.085, -2.949, 0.223], [5.070, -4.345, 0.275], [5.800, -5.502, 0.871], [4.407, -4.474, -0.977], [3.927, -3.656, 1.449], [3.611, -1.653, 2.193], [5.133, -2.307, 2.707], [5.883, -0.923, 0.903], [4.532, -1.480, -0.177], [6.879, -3.115, 0.956], [6.573, -2.881, -0.745], [3.832, -4.333, 2.292], [3.021, -3.592, 0.845], [-4.657, 0.632, 2.868], [-3.651, 0.460, 1.729], [-3.246, -1.029, 1.687], [-4.778, -1.812, 1.886], [-4.650, -3.111, 2.518], [-5.482, -1.832, 0.621], [-5.501, -0.649, 2.974], [-5.359, 1.449, 2.751], [-4.125, 0.880, 3.786], [-2.809, 1.143, 1.839], [-4.137, 0.669, 0.781], [-2.629, -1.285, 2.542], [-2.870, -1.359, 0.722], [-5.589, -1.062, 3.978], [-6.497, -0.502, 2.564], [4.062, 0.035, 5.860], [4.942, 0.490, 4.717], [6.232, -0.293, 4.799], [6.174, -1.325, 6.187], [7.415, -1.337, 6.888], [5.665, -2.616, 5.786], [4.968, -0.446, 6.985], [3.536, -0.863, 5.563], [3.424, 0.839, 6.221], [5.064, 1.571, 4.771], [4.464, 0.287, 3.757], [7.178, 0.228, 4.810], [6.345, -0.978, 3.968], [5.425, 0.380, 7.510], [4.475, -1.136, 7.672], [3.703, 6.807, -2.382], [2.234, 6.806, -2.878], [1.762, 5.344, -2.812], [3.149, 4.351, -2.679], [3.179, 3.347, -3.694], [3.350, 3.847, -1.341], [4.335, 5.592, -2.944], [3.678, 6.704, -1.296], [4.164, 7.732, -2.720], [2.148, 7.302, -3.842], [1.578, 7.509, -2.367], [1.165, 5.057, -3.682], [1.137, 5.129, -1.949], [4.573, 5.682, -4.003], [5.305, 5.322, -2.513], [-2.999, -6.525, 2.102], [-3.824, -6.007, 0.934], [-2.925, -5.231, -0.013], [-1.520, -4.765, 0.875], [-1.360, -3.334, 0.938], [-0.339, -5.470, 0.422], [-2.037, -5.347, 2.408], [-2.316, -7.371, 2.035], [-3.626, -6.768, 2.956], [-4.551, -5.280, 1.299], [-4.373, -6.830, 0.459], [-3.380, -4.406, -0.544], [-2.618, -5.910, -0.809], [-2.526, -4.584, 3.016], [-1.075, -5.662, 2.847], [1.666, 0.533, 1.157], [0.516, -0.449, 0.953], [-0.015, -0.224, -0.418], [-0.064, 1.461, -0.561], [-1.366, 1.992, -0.202], [0.416, 1.960, -1.821], [1.138, 1.869, 0.722], [2.431, 0.214, 0.442], [2.087, 0.584, 2.159], [-0.256, -0.308, 1.712], [0.853, -1.487, 1.123], [-0.981, -0.658, -0.672], [0.609, -0.682, -1.185], [0.640, 2.370, 1.558], [1.852, 2.549, 0.247], [0.305, 1.040, -5.366], [-0.296, 0.562, -6.677], [-0.692, 1.859, -7.393], [-1.369, 2.872, -6.174], [-2.801, 2.728, -6.116], [-0.873, 4.236, -6.278], [-0.675, 2.077, -4.812], [1.235, 1.581, -5.543], [0.401, 0.213, -4.669], [-1.201, -0.028, -6.513], [0.387, -0.053, -7.260], [-1.411, 1.679, -8.199], [0.231, 2.321, -7.748], [-1.460, 1.703, -4.161], [-0.203, 2.795, -4.143], [1.419, 5.384, 1.063], [0.009, 5.862, 1.232], [-0.638, 4.898, 2.284], [0.459, 4.574, 3.142], [1.705, 4.778, 2.432], [2.101, 6.185, 0.770], [1.490, 4.553, 0.356], [-0.562, 5.807, 0.306], [0.033, 6.774, 1.813], [-1.114, 3.981, 1.909], [-1.353, 5.378, 2.954], [2.099, 3.790, 2.231], [2.336, 5.462, 3.003], [-3.785, -0.250, -3.689], [-4.519, -1.539, -3.899], [-3.934, -2.461, -2.827], [-3.126, -1.683, -1.960], [-3.466, -0.322, -2.190], [-4.324, 0.667, -3.954], [-2.894, -0.309, -4.310], [-4.337, -1.945, -4.900], [-5.586, -1.370, -3.772], [-3.340, -3.213, -3.345], [-4.661, -2.926, -2.147], [-2.676, 0.393, -1.961], [-4.340, -0.084, -1.591], [-6.164, 3.231, -2.639], [-5.755, 3.490, -1.163], [-4.250, 3.939, -1.239], [-3.922, 4.116, -2.588], [-5.086, 4.132, -3.373], [-7.183, 3.524, -2.876], [-6.091, 2.173, -2.921], [-5.837, 2.613, -0.496], [-6.321, 4.309, -0.706], [-3.635, 3.199, -0.734], [-4.109, 4.844, -0.646], [-4.887, 3.726, -4.359], [-5.590, 5.109, -3.422], [0.179, -2.174, 4.498], [0.817, -3.521, 4.192], [2.163, -3.444, 4.912], [1.938, -2.672, 6.081], [0.710, -1.929, 5.944], [-0.904, -2.240, 4.450], [0.571, -1.403, 3.832], [0.839, -3.785, 3.139], [0.259, -4.342, 4.663], [2.977, -2.995, 4.330], [2.571, -4.423, 5.171], [0.761, -0.850, 6.100], [-0.017, -2.383, 6.610], [0.806, -4.530, -3.205], [-0.281, -3.929, -4.127], [-0.147, -2.362, -3.962], [0.835, -2.106, -2.961], [0.906, -3.364, -2.212], [1.657, -4.646, -3.879], [0.592, -5.487, -2.731], [-1.279, -4.275, -3.809], [-0.072, -4.130, -5.180], [-1.089, -1.915, -3.641], [0.178, -1.871, -4.881], [0.114, -3.281, -1.461], [1.856, -3.268, -1.696]],
  "mulliken_charge": [0.6098, -0.7210, -0.8668, 1.0946, -0.7236, -0.5840, -0.4269, -0.1068, -0.1745, 0.4112, 0.2616, 0.3813, 0.4972, 0.5135, -0.1081, -0.8551, 0.3018, 1.1814, 1.4357, -0.7910, -0.7232, -0.9406, 0.3625, 0.3636, 0.0146, -0.1643, -0.1186, -0.9275, 0.3301, 0.4616, 0.0171, 0.0270, -0.6146, 1.2239, -0.7856, -0.5915, -0.9348, -0.3760, 0.6211, 0.3746, -0.3494, 0.4603, 0.0838, 0.3716, 0.4044, -0.4107, -0.9857, 0.2402, 1.2187, -0.7688, -0.6242, -0.8924, 0.1459, 0.3924, 0.3821, 0.3817, 0.1714, -0.0281, 0.3672, 0.4218, -0.9347, -0.5062, -0.2980, 1.5097, -0.3434, -0.8447, -0.6467, 0.3339, 0.3867, 0.1713, 0.4097, -0.4232, 0.5748, 0.2437, 0.4244, -0.8293, -0.4868, 1.1579, 0.9435, -0.1240, -0.5979, -0.0879, 0.1626, 0.3953, -0.1853, 0.4290, -0.8103, -0.1643, -0.2919, -0.0552, 0.2660, -0.5485, -0.8759, 1.2828, -0.6774, -0.7619, 1.0693, 0.3490, -0.5808, 0.1724, 0.5163, 0.4413, 0.3679, -0.4970, -0.4923, 1.1272, -0.6475, 0.1586, -0.4713, -0.4792, 0.2747, -0.9492, 0.3675, 0.3312, -0.3386, 0.3810, 0.1795, 0.3675, 0.3871, -1.1498, -0.5503, 0.5296, 0.0035, 0.4007, -0.4574, 0.3524, 0.3028, 0.0278, 0.5297, -0.3660, 0.1191, -0.4120, -0.4690, 0.6884, -0.3711, -0.5358, 0.4039, 0.0306, 0.1393, 0.3467, -0.6208, 0.3037, 0.3329, 0.3076, 0.3443, -0.3024, 0.1809, -0.4655, -0.6577, 0.2929, -0.3593, 0.1626, 0.1958, -0.4124, 0.3697, 0.2827, 0.4660, -0.6333, -0.6052, 0.1505, -0.4123, 0.1673, 0.3116, 0.3964, 0.0355, 0.5063, -0.1994, 0.1775, -0.1543, 0.1108]
}

[2]
{
  "formula": "C5H9N4S",
  "method": "ωB97M-V/def2-TZVPD",
  "total_charge": 1,
  "lumo_energy_ev": -4.326,
  "homo_lumo_gap_ha": 0.338,
  "elements": ["C", "C", "C", "C", "C", "N", "N", "N", "N", "S", "H", "H", "H", "H", "H", "H", "H", "H", "H"],
  "positions_angstrom": [[0.048, 1.528, 1.067], [-0.880, 1.057, 1.806], [0.333, 1.037, -0.340], [-1.249, -0.766, 0.447], [0.819, -1.492, -0.497], [-1.649, -0.068, 1.375], [-0.052, -0.404, -0.299], [0.765, -2.573, 0.291], [-0.491, 1.793, -1.345], [1.804, -1.492, -1.860], [0.710, 2.257, 1.272], [-1.389, 1.397, 2.755], [1.525, 1.002, -0.576], [-1.772, -1.527, 0.055], [0.252, -2.505, 1.164], [1.200, -3.482, -0.031], [0.037, 2.092, -2.185], [-1.125, 2.503, -0.925], [1.113, -0.355, -2.175]],
  "mulliken_charge": [-0.9620, -0.0688, -0.0528, -0.4473, 0.6862, -0.4141, 0.0057, -0.3862, -0.5014, -0.1747, 0.5533, 0.4056, 0.4320, 0.6182, 0.2805, 0.2628, 0.2382, 0.2653, 0.2594]
}

[3]
{
  "formula": "C6H6F3N3",
  "method": "ωB97M-V/def2-TZVPD",
  "lumo_energy_ev": [-0.709, -3.180],
  "homo_lumo_gap_ha": [0.362, 0.224],
  "elements": ["C", "C", "C", "C", "C", "C", "N", "N", "N", "F", "F", "F", "H", "H", "H", "H", "H", "H"],
  "positions_angstrom": [[-1.706, -0.195, -1.171], [-1.615, -1.382, 0.558], [2.381, -2.675, -1.596], [2.044, -1.757, -0.765], [-1.349, -2.347, 1.620], [2.646, -0.832, 0.196], [-2.739, 0.156, -0.423], [-2.627, -0.543, 0.682], [-0.946, -1.138, -0.577], [1.681, -0.050, 0.761], [3.125, -1.529, 1.191], [3.558, 0.043, -0.336], [-1.634, 0.114, -2.230], [1.579, -3.391, -1.964], [3.360, -2.741, -2.294], [-0.957, -1.835, 2.552], [-2.290, -2.780, 1.857], [-0.633, -3.134, 1.218]],
  "mulliken_charge": [-0.0088, 0.7066, -0.5795, -0.1207, -0.9076, 0.9225, -0.3937, -0.2978, -0.3456, -0.2468, -0.2209, -0.2453, 0.3923, 0.2412, 0.2321, 0.2537, 0.3732, 0.2451]
}

[4]
{
  "formula": "C17H26N2O3S",
  "method": "ωB97M-V/def2-TZVPD",
  "lumo_energy_ev": 0.211,
  "homo_lumo_gap_ha": 0.343,
  "elements": ["O", "O", "O", "S", "C", "C", "C", "C", "C", "C", "C", "C", "C", "N", "N", "C", "C", "C", "C", "C", "C", "C", "C", "H", "H", "H", "H", "H", "H", "H", "H", "H", "H", "H", "H", "H", "H", "H", "H", "H", "H", "H", "H", "H", "H", "H", "H", "H", "H"],
  "positions_angstrom": [[3.781, 2.933, -1.660], [-1.276, 1.435, -1.096], [4.567, -0.520, 1.194], [1.305, -0.170, 1.709], [2.647, 2.546, -1.408], [-2.251, 1.218, -0.379], [4.288, 0.360, 0.380], [-1.769, -1.235, -0.290], [-3.969, -0.479, 0.343], [-2.140, -2.554, -0.013], [-4.338, -1.800, 0.617], [-2.672, -0.173, -0.110], [-3.432, -2.856, 0.450], [4.805, 0.361, -0.855], [2.351, 1.855, -0.312], [1.516, 2.824, -2.368], [5.708, -0.661, -1.383], [-2.130, 3.676, 0.354], [-2.823, -5.346, 0.657], [-2.976, 2.398, 0.286], [-3.899, -4.262, 0.771], [2.480, 1.181, 2.023], [3.297, 1.492, 0.756], [2.240, -1.126, 1.601], [-0.758, -1.036, -0.637], [-4.708, 0.304, 0.486], [-1.399, -3.331, -0.165], [-5.345, -2.009, 0.967], [4.573, 1.151, -1.447], [1.396, 1.541, -0.201], [0.748, 3.409, -1.864], [1.086, 1.881, -2.702], [1.898, 3.379, -3.223], [6.293, -0.250, -2.207], [5.128, -1.514, -1.740], [6.387, -1.001, -0.598], [-1.198, 3.489, 0.898], [-2.682, 4.466, 0.872], [-1.884, 4.031, -0.652], [-2.449, -5.413, -0.369], [-1.987, -5.132, 1.331], [-3.243, -6.318, 0.932], [-3.248, 2.113, 1.306], [-3.897, 2.603, -0.266], [-4.722, -4.519, 0.097], [-4.292, -4.274, 1.793], [1.927, 2.072, 2.324], [3.152, 0.896, 2.835], [3.915, 2.366, 0.965]],
  "mulliken_charge": [-0.7415, -0.5407, -0.6978, -0.1806, 0.8745, 0.5483, 0.3891, -0.8131, -0.5806, -0.2896, -0.9124, 0.2039, 0.6104, -0.0794, 0.0210, -1.0293, -0.9751, -1.1828, -1.4126, -0.5649, -0.0656, -1.1330, 0.2284, 0.1469, 0.5636, 0.3640, 0.3106, 0.3855, 0.1920, 0.0882, 0.2090, 0.2685, 0.3401, 0.3510, 0.2839, 0.3127, 0.2355, 0.3923, 0.2671, 0.3248, 0.3546, 0.3725, 0.3951, 0.3948, 0.2905, 0.3292, 0.4825, 0.4090, 0.2596]
}

Number 1 is which compound? C48H96O19S7

Number 3 is which compound? C6H6F3N3